ORCA calculation (wB97M-V/def2-TZVPD) on a molecular structure, C14H42Na3O9V.

Geometry (Å):
Na -5.063 1.016 -0.291
Na -0.617 2.792 -3.256
Na -0.787 0.488 -5.968
V -3.295 0.384 -3.272
O -0.917 0.302 -3.387
C -0.528 -0.199 -2.102
C -1.390 0.247 -0.866
O -2.774 0.330 -1.051
H 0.498 0.092 -1.878
H -0.472 -1.285 -2.179
H -1.022 1.232 -0.578
H -1.356 -0.512 -0.084
O -2.792 3.135 -0.310
H -2.978 3.157 -1.248
H -2.675 2.206 -0.110
O -0.535 -3.136 -4.378
H -1.368 -3.169 -4.847
H -0.669 -2.477 -3.696
O 1.357 -0.507 -5.134
H 0.775 -0.377 -4.386
H 2.072 0.113 -4.992
C 0.379 0.660 2.865
C -0.774 1.388 3.578
C -0.272 1.652 4.986
O -1.264 2.602 2.979
H 0.467 -0.378 3.184
H 1.395 1.052 2.911
H 0.247 0.555 1.788
H -1.604 0.690 3.687
H 0.184 0.731 5.348
H -0.949 2.109 5.708
H 0.588 2.318 4.915
H -2.072 2.828 3.445
C -1.507 -3.377 1.445
C -2.971 -2.910 1.452
C -3.209 -1.755 2.369
O -3.435 -2.491 0.204
H -1.361 -4.237 0.791
H -1.185 -3.567 2.469
H -0.820 -2.652 1.009
H -3.709 -3.667 1.717
H -2.837 -0.814 1.965
H -2.748 -1.999 3.326
H -4.267 -1.623 2.600
H -2.983 -1.684 -0.052
C 2.942 -1.001 0.675
C 3.199 -2.392 0.024
C 1.864 -3.058 -0.436
O 4.119 -2.240 -1.017
H 3.933 -0.606 0.900
H 2.314 -1.265 1.526
H 2.414 -0.371 -0.040
H 3.661 -3.059 0.751
H 1.301 -2.296 -0.974
H 1.223 -3.372 0.388
H 2.125 -3.987 -0.943
H 4.909 -1.852 -0.633
C 1.945 2.528 0.255
C 2.019 3.453 -0.984
C 2.862 2.857 -2.104
O 0.713 3.759 -1.366
H 1.301 2.940 1.033
H 2.942 2.330 0.650
H 1.592 1.533 -0.015
H 2.421 4.430 -0.713
H 2.975 3.543 -2.943
H 2.530 1.904 -2.516
H 3.760 2.762 -1.493
H 0.176 4.198 -0.702

Values from the calculation:
HOMO-LUMO gap (alpha / beta) (eV): 3.012 / 2.923
Electronic energy (eV): -72534.9407
Molar mass (g/mol): 474.4
Spin multiplicity: 4
Net charge: +3
E_LUMO (alpha / beta) (eV): -12.70 / -12.79



ORCA calculation (wB97M-V/def2-TZVPD) on 2 unconnected molecules or ions with the total composition C3H8N2O.

Geometry (Å):
C -1.195 -0.768 -0.497
C -1.104 0.384 0.553
C -0.241 1.406 0.452
N 0.577 1.685 -0.515
H -1.661 -0.368 -1.436
H -1.847 -1.732 -0.282
H -0.179 -1.101 -0.781
H -1.840 0.440 1.322
H -0.384 2.121 1.355
H 0.987 1.003 -1.083
H 1.021 2.523 -0.444
N 2.128 -2.057 0.113
O 1.792 -0.868 0.362
H 1.945 -2.668 0.880

Values from the calculation:
ΔE to the lowest compared entry with this formula, charge and spin (eV): 5.3521
HOMO-LUMO gap (eV): 6.571
Electronic energy (eV): -8263.9739
Molar mass (g/mol): 88.1
Spin multiplicity: 1
E_LUMO (eV): -0.91



ORCA calculation (wB97M-V/def2-TZVPD) on C15H22Cl2N2O4S in the gas phase.

Geometry (Å):
C 5.823 3.090 -0.641
C 6.061 2.188 0.564
O 5.880 0.814 0.257
C 4.646 0.306 0.116
C 3.454 0.984 0.360
C 2.236 0.339 0.194
Cl 0.785 1.182 0.505
C 2.183 -0.979 -0.219
S 0.612 -1.808 -0.467
O 0.901 -3.145 -0.895
O -0.228 -0.993 -1.292
N 0.017 -1.853 1.099
C -1.354 -1.423 1.302
C -2.379 -2.358 0.661
C -3.782 -1.750 0.697
N -3.806 -0.380 0.221
C -5.080 0.263 0.492
C -4.990 1.736 0.092
O -4.677 1.880 -1.271
C -3.458 1.233 -1.561
C -3.497 -0.250 -1.196
C 3.357 -1.670 -0.461
C 4.574 -1.042 -0.294
Cl 6.038 -1.890 -0.586
H 6.035 4.120 -0.372
H 6.482 2.796 -1.455
H 4.796 3.019 -0.989
H 7.106 2.251 0.877
H 5.428 2.479 1.410
H 3.449 2.012 0.684
H 0.199 -2.771 1.477
H -1.524 -1.331 2.377
H -1.449 -0.437 0.847
H -2.395 -3.317 1.184
H -2.069 -2.545 -0.368
H -4.131 -1.732 1.734
H -4.469 -2.397 0.121
H -5.297 0.190 1.560
H -5.905 -0.214 -0.070
H -5.949 2.236 0.243
H -4.219 2.224 0.707
H -3.290 1.359 -2.632
H -2.640 1.715 -1.005
H -2.515 -0.676 -1.402
H -4.254 -0.761 -1.817
H 3.293 -2.696 -0.786

Values from the calculation:
ΔE to the lowest compared entry with this formula, charge and spin (eV): 0.1080
HOMO-LUMO gap (eV): 9.239
Electronic energy (eV): -62961.3432
Molar mass (g/mol): 397.3
Spin multiplicity: 1
E_LUMO (eV): 0.59



ORCA calculation (wB97M-V/def2-TZVPD) on 3 unconnected molecules or ions with the total composition C3H12NO3.

Geometry (Å):
O 2.563 0.075 0.228
C 1.701 0.428 0.984
C 0.280 0.561 0.473
C 0.068 2.029 0.084
N 0.169 -0.308 -0.741
H 1.937 0.725 2.016
H -0.474 0.265 1.197
H 0.820 2.356 -0.632
H 0.005 2.653 0.967
H -0.889 2.115 -0.435
H 0.614 -1.207 -0.483
H 0.638 0.114 -1.538
H -0.817 -0.496 -0.966
H -3.331 0.525 -1.374
H -3.569 -0.753 -0.571
O -2.978 0.005 -0.638
H 1.798 -3.236 0.103
H 0.363 -3.167 0.857
O 1.103 -2.685 0.470

Values from the calculation:
ΔE to the lowest compared entry with this formula, charge and spin (eV): 0.0924
HOMO-LUMO gap (eV): 11.160
Electronic energy (eV): -10932.0541
Molar mass (g/mol): 110.1
Spin multiplicity: 1
Net charge: +1
E_LUMO (eV): -3.09



ORCA calculation (wB97M-V/def2-TZVPD) on C16H22N2O4 in the gas phase.

Geometry (Å):
C -4.648 -4.663 4.888
O -3.289 -4.594 4.533
C -2.943 -3.903 3.411
C -3.833 -3.244 2.572
C -3.361 -2.574 1.455
C -2.011 -2.549 1.144
C -1.504 -1.794 -0.051
C -1.030 -0.394 0.367
N -0.543 0.360 -0.759
C 0.738 0.674 -0.966
O 1.673 0.446 -0.217
C 0.930 1.424 -2.290
O -0.019 1.718 -3.001
N 2.215 1.682 -2.537
C 2.688 2.506 -3.616
C 3.228 3.845 -3.083
C 2.196 4.612 -2.237
C 2.675 4.384 -0.802
C 4.182 4.245 -1.007
O 4.344 3.576 -2.243
C -1.126 -3.209 1.992
C -1.580 -3.877 3.107
H -5.242 -5.155 4.110
H -5.063 -3.670 5.089
H -4.685 -5.259 5.798
H -4.893 -3.242 2.774
H -4.067 -2.068 0.812
H -0.666 -2.326 -0.505
H -2.295 -1.695 -0.797
H -1.854 0.148 0.841
H -0.204 -0.476 1.078
H -1.182 0.616 -1.503
H 2.878 1.417 -1.817
H 1.850 2.681 -4.294
H 3.492 1.988 -4.144
H 3.563 4.442 -3.943
H 2.224 5.674 -2.481
H 1.187 4.244 -2.408
H 2.262 3.460 -0.397
H 2.422 5.205 -0.136
H 4.657 5.236 -1.056
H 4.678 3.651 -0.239
H -0.069 -3.200 1.769
H -0.900 -4.394 3.765

Values from the calculation:
ΔE to the lowest compared entry with this formula, charge and spin (eV): 0.8728
HOMO-LUMO gap (eV): 9.243
Electronic energy (eV): -28120.0624
Molar mass (g/mol): 306.4
Spin multiplicity: 1
E_LUMO (eV): 0.80



ORCA calculation (wB97M-V/def2-TZVPD) on 2 unconnected molecules or ions with the total composition C3H9NO.

Geometry (Å):
C -2.230 0.114 -0.538
C -1.263 -0.762 -0.383
N -0.812 -1.124 0.915
H -2.656 0.470 -1.466
H -2.729 0.467 0.360
H -0.752 -1.257 -1.211
H -0.889 -2.100 1.152
H 0.085 -0.803 1.237
C 1.855 0.982 -0.694
O 1.883 0.529 0.630
H 2.786 1.474 -1.006
H 1.134 1.777 -0.934
H 1.597 0.161 -1.352
H 2.037 1.301 1.219

Values from the calculation:
ΔE to the lowest compared entry with this formula, charge and spin (eV): 2.0550
HOMO-LUMO gap (eV): 9.899
Electronic energy (eV): -6793.0007
Molar mass (g/mol): 75.1
Spin multiplicity: 1
E_LUMO (eV): 0.91



ORCA calculation (wB97M-V/def2-TZVPD) on a molecular structure, C20H60Cr2O11.

Geometry (Å):
Cr 0.422 0.965 3.619
Cr -0.035 3.671 1.781
C 0.645 -0.311 0.152
C -0.595 0.603 0.496
O -0.275 1.428 1.567
H 1.309 -0.501 0.996
H 1.175 0.341 -0.542
H 0.366 -1.319 -0.154
H -1.393 -0.066 0.820
H -1.027 1.089 -0.379
O 0.457 3.060 3.796
H -0.270 3.479 4.297
C 3.716 1.001 -4.642
C 3.595 1.525 -3.212
O 3.239 2.846 -3.307
H 2.862 1.267 -5.265
H 3.869 -0.053 -4.875
H 4.548 1.524 -5.113
H 4.428 1.281 -2.553
H 2.796 1.121 -2.591
H 3.535 3.137 -2.441
C -1.860 3.617 -2.392
C -0.494 3.935 -1.702
O -0.703 4.211 -0.333
H -2.596 4.331 -2.023
H -2.155 2.648 -1.989
H -1.800 3.469 -3.470
H -0.010 4.797 -2.162
H 0.137 3.050 -1.778
H -1.072 5.097 -0.324
C -3.956 4.634 0.565
C -3.396 3.415 1.324
O -2.326 3.860 2.156
H -4.571 5.185 1.276
H -4.593 4.213 -0.214
H -3.242 5.365 0.188
H -3.070 2.611 0.664
H -4.113 2.924 1.983
H -2.747 4.410 2.821
C 2.550 -5.073 -2.419
C 2.582 -3.821 -1.520
O 1.356 -3.369 -1.188
H 3.514 -5.581 -2.388
H 2.206 -4.834 -3.425
H 1.811 -5.783 -2.048
H 3.182 -2.996 -1.904
H 3.076 -4.134 -0.600
H 1.158 -2.839 -1.963
C -1.147 -0.484 -3.939
C 0.309 -0.207 -3.671
O 0.831 -1.471 -3.417
H -1.307 -1.385 -4.530
H -1.612 0.329 -4.496
H -1.684 -0.452 -2.991
H 0.670 0.535 -2.959
H 0.731 0.122 -4.621
H 1.455 -1.716 -4.104
C -2.541 -2.673 -1.114
C -3.110 -2.871 0.251
O -4.031 -3.950 0.280
H -1.992 -3.538 -1.485
H -1.835 -1.847 -1.195
H -3.182 -2.511 -1.981
H -3.656 -1.956 0.481
H -2.365 -2.950 1.042
H -3.516 -4.734 0.077
C 0.409 -3.322 2.223
C -0.203 -2.250 3.115
O 0.839 -1.357 3.421
H -0.379 -3.910 1.751
H 0.960 -4.042 2.828
H 1.136 -2.966 1.493
H -0.476 -2.765 4.036
H -1.020 -1.680 2.671
H 1.589 -1.922 3.623
C -3.807 -0.130 4.754
C -2.809 0.843 4.112
O -1.602 0.636 4.638
H -3.791 -0.326 5.827
H -3.573 -1.121 4.365
H -4.812 0.183 4.470
H -3.076 1.850 4.431
H -2.708 0.687 3.038
H -1.560 1.042 5.507
C 4.420 -1.710 1.389
C 5.005 -0.290 1.419
O 4.057 0.673 1.056
H 5.159 -2.484 1.598
H 3.977 -1.869 0.405
H 3.473 -1.801 1.921
H 5.731 -0.130 0.622
H 5.479 -0.132 2.388
H 3.332 0.622 1.684

Values from the calculation:
ΔE to the lowest compared entry with this formula, charge and spin (eV): 1.6811
HOMO-LUMO gap (alpha / beta) (eV): 6.512 / 6.965
Electronic energy (eV): -101060.2659
Molar mass (g/mol): 580.7
Spin multiplicity: 9
Net charge: +2
E_LUMO (alpha / beta) (eV): -7.20 / -6.75



ORCA calculation (wB97M-V/def2-TZVPD) on a molecular structure, C7H10N2O2Os.

Geometry (Å):
C 2.131 0.661 -0.674
C 1.048 0.940 -1.573
C 0.441 -0.295 -1.947
C 1.121 -1.338 -1.285
C 2.161 -0.764 -0.490
Os 0.444 0.222 0.544
N 1.262 -0.512 1.930
C -0.597 1.939 1.352
C -1.032 1.935 -0.003
H -0.368 -0.414 -2.664
H 0.841 1.900 -2.039
H 0.928 -2.397 -1.402
H 2.892 -1.326 0.074
H 2.857 1.380 -0.308
H -0.578 2.671 -0.699
H -1.277 1.506 2.151
H 0.457 -0.368 2.574
H -2.061 1.627 -0.247
H 0.297 2.527 1.645
O -2.813 -2.254 1.099
N -2.064 -1.281 1.125
O -1.085 -1.278 0.200

Values from the calculation:
ΔE to the lowest compared entry with this formula, charge and spin (eV): 0.0384
HOMO-LUMO gap (alpha / beta) (eV): 6.145 / 6.758
Electronic energy (eV): -16953.5038
Molar mass (g/mol): 344.4
Spin multiplicity: 5
E_LUMO (alpha / beta) (eV): -0.68 / -1.95